(P)
Formula: C5H5NOS
Source: the Open Molecules 2025 dataset
Level of theory: wB97M-V/def2-TZVPD

Each line ends with the Löwdin charge.
Element x y z (Å)
C  -1.75052  -1.39771  -0.01310  0.03
C  -0.53915  -0.53286  0.00887  -0.34
C  1.74499  -0.10790  0.00116  -0.84
C  1.43913  1.31317  -0.00593  -0.08
C  0.14235  1.68149  -0.00652  -0.07
H  -2.34931  -1.20522  -0.83429  0.07
H  -1.45850  -2.42127  -0.00682  0.09
H  -2.31779  -1.17252  0.86804  0.09
H  2.22589  1.98680  0.00040  0.08
H  -0.17395  2.69724  0.00570  0.12
N  0.64112  -0.97557  -0.00490  0.12
O  -0.88795  0.80667  -0.00805  0.06
S  3.28369  -0.67231  -0.00457  0.67

Its SMILES is Cc1nc(=S)cco1. Its HOMO-LUMO gap is 8.14 eV. For the HOMO energy, the calculation gives -8.422 eV.

(Q)
Formula: C5H5NOS
Source: the Open Molecules 2025 dataset
Level of theory: wB97M-V/def2-TZVPD

Each line ends with the Löwdin charge.
Element x y z (Å)
C  -0.15748  -0.32825  1.49044  0.02
C  -0.18271  0.07163  -0.16244  -0.49
C  -0.22096  -1.34007  -0.83586  -0.18
C  1.11605  0.72241  -0.53751  -0.61
C  -1.22715  1.13166  -0.52815  -0.11
H  0.53091  -1.00631  1.79580  0.03
H  -0.14895  0.59951  2.06764  0.07
H  -1.37318  -0.41296  1.67216  0.15
H  1.10229  -1.66712  -0.86605  0.18
H  0.90104  1.46537  -1.41653  0.09
N  -1.74608  2.24688  -0.83762  0.14
O  -1.33492  -1.76694  -1.23379  0.04
S  2.74116  0.28418  -0.60809  0.67

Its HOMO-LUMO gap is 7.99 eV. For the HOMO energy, the calculation gives -9.487 eV.

What should be chosen as the most stable of them? Choose (P).

(P)
Formula: C3H2O3
Source: the Open Molecules 2025 dataset
Level of theory: wB97M-V/def2-TZVPD

Each line ends with the Löwdin charge.
Element x y z (Å)
C  1.34205  -0.23343  0.23613  -0.13
C  0.06244  0.72152  0.12873  -0.30
C  -1.38923  0.09225  0.01011  -0.16
H  2.23898  0.31355  0.62456  0.13
H  -2.05126  0.99465  -0.22241  0.14
O  1.34177  -1.35947  -0.23813  0.07
O  0.28069  1.83142  -0.15490  0.15
O  -1.65738  -1.07073  0.06154  0.11

Its SMILES is O=CC(=O)C=O. Its HOMO-LUMO gap is 8.51 eV. For the HOMO energy, the calculation gives -9.648 eV.

(Q)
Formula: C3H2O3
Source: the Open Molecules 2025 dataset
Level of theory: wB97M-V/def2-TZVPD

Each line ends with the Löwdin charge.
Element x y z (Å)
O  0.58184  -2.59889  0.02763  0.05
C  -0.17702  -1.73990  0.42132  -0.27
C  0.28932  -0.32686  0.47880  0.05
O  -0.22026  0.36935  -0.50410  0.00
C  0.14536  1.75088  -0.40820  -0.25
O  -0.65255  2.58976  -0.63393  0.16
H  -1.17767  -1.97091  0.85357  0.13
H  1.19465  1.85499  -0.10033  0.15

Its HOMO-LUMO gap is 9.05 eV. For the HOMO energy, the calculation gives -9.677 eV.

(R)
Formula: C3H2O3
Source: the Open Molecules 2025 dataset
Level of theory: wB97M-V/def2-TZVPD

Each line ends with the Löwdin charge.
Element x y z (Å)
C  1.35642  0.25050  0.28591  0.01
C  0.81350  -0.81825  -0.24207  -0.28
C  -1.87163  0.28684  0.02604  -0.44
O  -2.41782  -0.72831  0.19111  0.20
O  0.18544  -1.68443  -0.68307  0.18
O  -1.62387  1.37206  -0.28269  0.21
H  2.19563  0.13632  0.95005  0.06
H  1.36235  1.18527  -0.24528  0.07

Its SMILES is C=C=O.O=C=O. Its HOMO-LUMO gap is 10.20 eV. For the HOMO energy, the calculation gives -9.679 eV.

(S)
Formula: C3H2O3
Source: the Open Molecules 2025 dataset
Level of theory: wB97M-V/def2-TZVPD

Each line ends with the Löwdin charge.
Element x y z (Å)
O  -2.39980  1.14400  -0.07022  0.05
C  -1.48320  0.76427  0.62263  -0.27
C  -0.57637  -0.31969  0.15352  0.05
O  0.57815  0.21000  -0.17325  0.00
C  1.52201  -0.75462  -0.62842  -0.26
O  2.65844  -0.46256  -0.76043  0.15
H  -1.31484  1.13334  1.65858  0.13
H  1.01560  -1.71472  -0.80240  0.14

Its HOMO-LUMO gap is 9.00 eV. For the HOMO energy, the calculation gives -9.779 eV.

What should be chosen as the most stable of them? Choose (R).

(P)
Formula: C7H13N2O
Source: the Open Molecules 2025 dataset
Level of theory: wB97M-V/def2-TZVPD

Each line ends with the Löwdin charge.
Element x y z (Å)
C  2.52113  -2.87298  -0.23160  -0.36
C  1.34134  0.96788  1.64471  0.03
C  0.60681  0.13311  2.69323  0.07
C  -0.66775  -0.02641  0.52560  -0.06
C  -0.79595  0.07230  -0.78738  -0.29
C  -2.17775  0.41013  -1.31592  -0.03
C  0.44239  -0.00985  -1.56942  -0.03
N  2.62091  -3.61856  -1.14636  0.28
N  0.56305  -0.25400  1.22066  -0.06
O  2.26176  -2.14509  0.64381  0.11
H  0.91481  1.78990  1.23111  0.09
H  2.37035  0.92736  1.34488  0.13
H  1.22082  -0.47411  3.30420  0.12
H  -0.30780  0.44735  3.11340  0.11
H  -1.40917  0.08818  1.32455  0.14
H  -2.13161  1.19180  -2.01751  0.06
H  -2.98328  0.87348  -0.64323  0.12
H  -2.72350  -0.41635  -1.74328  0.08
H  0.85123  0.98335  -1.67899  0.09
H  0.27760  -0.36207  -2.65533  0.13
H  1.38193  -0.55413  -1.10395  0.10
H  2.98944  -4.34532  -1.70713  0.11
H  1.19909  -0.90350  0.75173  0.08

Its HOMO-LUMO gap is 10.96 eV. For the HOMO energy, the calculation gives -13.387 eV. Its charge is +1.

(Q)
Formula: C7H13N2O
Source: the Open Molecules 2025 dataset
Level of theory: wB97M-V/def2-TZVPD

Each line ends with the Löwdin charge.
Element x y z (Å)
C  -0.83203  -1.54400  0.26439  -0.07
C  -0.72876  -0.19962  0.82398  -0.11
C  -1.74929  -1.46776  -0.69384  -0.09
C  -1.89067  0.46396  0.32129  -0.20
C  -2.43005  1.83275  0.55959  0.06
C  2.02214  -0.04575  0.67954  -0.22
C  0.77146  0.25221  -0.20981  -0.26
N  0.88394  -0.36681  -1.43877  0.06
N  3.30111  0.03081  -0.11211  -0.02
O  -2.42078  -0.30509  -0.61361  0.12
H  -0.16260  -2.33578  0.51230  0.13
H  -0.36575  -0.00675  1.95196  0.22
H  -2.23926  -2.31901  -1.25186  0.17
H  -1.43413  2.48233  0.69887  0.16
H  -3.07549  1.82239  1.39263  0.09
H  2.22618  0.63057  1.50736  0.11
H  1.99849  -1.09868  1.06940  0.13
H  0.69308  1.37661  -0.45397  0.17
H  1.15888  -1.37342  -1.18112  0.14
H  0.35090  -0.16953  -2.30672  0.14
H  3.45743  -0.78813  -0.74163  0.08
H  -3.04448  2.17861  -0.18883  0.07
H  3.50969  0.95011  -0.58901  0.10

Its HOMO-LUMO gap is 7.95 eV. For the HOMO energy, the calculation gives -12.746 eV. Its charge is +1.

(R)
Formula: C7H13N2O
Source: the Open Molecules 2025 dataset
Level of theory: wB97M-V/def2-TZVPD

Each line ends with the Löwdin charge.
Element x y z (Å)
C  1.56305  2.06493  0.87951  -0.13
C  0.33936  0.50681  1.79291  -0.12
C  -1.03211  -1.53288  -0.29985  -0.07
C  0.65855  -0.74491  -1.87602  -0.04
C  -1.08610  0.92654  -1.01387  -0.01
C  0.84538  0.00383  0.41842  -0.21
C  -0.18559  -0.31537  -0.67364  -0.52
N  1.68525  1.13187  0.08066  0.16
N  -0.44241  -0.39115  2.49259  0.27
O  0.72323  1.77519  1.86152  0.16
H  2.04494  2.99164  1.02411  0.16
H  -1.93596  -1.41897  0.38078  0.11
H  -1.65086  -1.69142  -1.16657  0.09
H  -0.56495  -2.47552  0.04356  0.11
H  1.22017  0.18379  -2.24596  0.11
H  1.60118  -1.35641  -1.67896  0.12
H  0.04518  -1.11665  -2.62633  0.07
H  -0.57945  1.80102  -1.38541  0.08
H  -1.99210  0.73922  -1.61561  0.11
H  -1.56877  1.39630  -0.16179  0.08
H  1.53435  -0.87803  0.45254  0.19
H  -0.48731  -1.27694  1.85757  0.15
H  -0.73503  -0.32289  3.45983  0.15

Its SMILES is CC(C)(C)[C@H]1N=COC1=[NH2+]. Its HOMO-LUMO gap is 10.07 eV. For the HOMO energy, the calculation gives -14.864 eV. Its charge is +1.

What should be chosen as the most stable of them? Choose (R).

(P)
Formula: C4H8BrNO
Source: the Open Molecules 2025 dataset
Level of theory: wB97M-V/def2-TZVPD

Each line ends with the Löwdin charge.
Element x y z (Å)
C  0.31371  1.06439  -0.38846  -0.47
C  1.68086  1.02445  0.11681  -0.05
C  -1.90900  0.16327  0.45082  0.01
C  -0.42969  -0.21469  -0.03605  -0.35
N  -0.17120  2.00457  -1.00722  0.18
O  0.05586  -1.31972  -0.01343  0.06
Br  1.21886  -4.84918  -0.01686  0.28
H  2.28209  0.61211  -0.78657  0.13
H  1.99373  2.07052  0.42950  0.10
H  1.72033  0.30315  1.03994  0.12
H  -1.73247  0.95900  1.14805  0.08
H  -2.47374  0.63781  -0.36210  0.07
H  -2.35107  -0.82563  0.65947  0.09
H  -1.10008  1.78765  -1.35221  0.06
H  0.90180  -3.41770  0.11832  -0.29

Its SMILES is [H]/N=C(/C)C(C)=O.Br. Its HOMO-LUMO gap is 9.89 eV. For the HOMO energy, the calculation gives -9.722 eV.

(Q)
Formula: C4H8BrNO
Source: the Open Molecules 2025 dataset
Level of theory: wB97M-V/def2-TZVPD

Each line ends with the Löwdin charge.
Element x y z (Å)
C  -0.03873  1.08631  0.00716  -0.51
C  -1.11713  1.54640  0.97340  -0.03
C  0.33951  -1.09158  1.17109  -0.04
C  0.80994  -0.06369  0.45693  -0.74
N  -0.03013  1.51223  -1.18663  0.13
O  0.25529  -1.57745  -1.76713  -0.09
Br  2.64532  0.38700  0.18905  0.74
H  -0.87111  1.00843  1.85059  0.05
H  -1.29683  2.59554  0.92171  0.08
H  -2.03876  1.06639  0.65808  0.08
H  -0.72087  -1.31889  1.04704  0.08
H  -0.46581  -2.25403  -1.71963  0.07
H  1.03108  -1.83762  1.53826  0.06
H  0.48605  0.94350  -1.88682  0.05
H  1.01218  -2.00255  -2.25311  0.08

Its SMILES is [H]/N=C(/C)C(=C)Br.O. Its HOMO-LUMO gap is 9.70 eV. For the HOMO energy, the calculation gives -9.312 eV.

What should be chosen as the most stable of them? Choose (P).